{"formula": "C58H42F9INO6", "method": "ωB97M-V/def2-TZVPD", "species": ["F", "C", "F", "F", "C", "F", "F", "C", "F", "F", "C", "F", "F", "C", "C", "N", "C", "C", "C", "I", "C", "C", "C", "C", "C", "C", "C", "H", "H", "H", "H", "H", "H", "H", "H", "H", "H", "H", "H", "H", "H", "H", "H", "H", "H", "C", "C", "C", "C", "C", "C", "C", "O", "C", "C", "C", "C", "C", "C", "C", "O", "H", "H", "H", "H", "H", "H", "H", "H", "C", "C", "C", "C", "C", "C", "C", "O", "C", "C", "C", "C", "C", "C", "C", "O", "H", "H", "H", "H", "H", "H", "H", "H", "C", "C", "C", "C", "C", "C", "C", "O", "C", "C", "C", "C", "C", "C", "C", "O", "H", "H", "H", "H", "H", "H", "H", "H"], "coordinates": [[-1.098306, 1.619343, 1.149571], [-0.931619, 1.653123, -0.331789], [-2.265106, 2.113249, -0.871479], [0.058145, 2.651297, -0.809498], [-0.711109, 0.134316, -0.924253], [-1.761123, -0.719942, -0.268097], [-1.052719, 0.172331, -2.366453], [0.742012, -0.538227, -0.572138], [1.677149, 0.393056, 0.159402], [0.559235, -1.706497, 0.368192], [1.583297, -1.086853, -1.874432], [2.934561, -1.577085, -1.409755], [1.865223, 0.097880, -2.732344], [0.892323, -2.350017, -2.658657], [1.726152, -2.885558, -3.973454], [1.094147, -2.437137, -5.308172], [-0.177328, -3.201728, -5.601340], [-1.055648, -2.639294, -6.865582], [-1.232403, -1.009861, -6.922358], [-2.400625, -0.576771, -8.768434], [2.155182, -2.635750, -6.410695], [2.634510, -1.225722, -7.109129], [3.088142, 0.029137, -6.126206], [3.551760, 1.517303, -6.632408], [3.621894, 1.801577, -8.257560], [3.220616, 0.555694, -9.246055], [2.709199, -0.941374, -8.734040], [0.881895, -3.260411, -1.887966], [-0.235742, -2.180869, -2.959228], [1.635345, -4.073618, -3.988689], [2.857149, -2.572535, -3.916811], [0.895614, -1.401176, -5.163778], [0.148882, -4.312444, -5.892687], [-0.910285, -3.315023, -4.694037], [-2.155010, -3.083856, -6.727685], [-0.635094, -3.029967, -7.889179], [-1.827871, -0.542921, -6.028222], [-0.178583, -0.538005, -7.114057], [1.694717, -3.361845, -7.237236], [3.110852, -3.219753, -6.001375], [3.070052, -0.183073, -4.973737], [3.813877, 2.324865, -5.802619], [3.967268, 2.872364, -8.588067], [3.291902, 0.738136, -10.407879], [2.432753, -1.808327, -9.497982], [0.059507, -0.126109, 3.133329], [-0.062943, 1.222521, 3.466808], [-0.338264, 1.593974, 4.783808], [-0.503834, 0.612814, 5.768887], [-0.405740, -0.736261, 5.430500], [-0.111851, -1.106488, 4.111685], [-0.627556, -1.780921, 6.451066], [-0.538064, -2.966164, 6.155407], [-0.967168, -1.376933, 7.830029], [-1.236873, -2.357261, 8.793907], [-1.545796, -1.984107, 10.103732], [-1.576998, -0.635161, 10.456218], [-1.314242, 0.343709, 9.496731], [-1.018316, -0.028120, 8.178586], [-0.777095, 1.015609, 7.162811], [-0.808882, 2.201522, 7.470696], [0.283182, -0.415346, 2.108811], [0.058056, 1.986137, 2.701674], [-0.427307, 2.648931, 5.037842], [-0.020270, -2.157392, 3.842885], [-1.211482, -3.412769, 8.527707], [-1.760019, -2.746783, 10.849323], [-1.810496, -0.344430, 11.478163], [-1.345240, 1.395013, 9.778125], [8.226753, -4.508474, 7.138843], [7.624583, -5.673098, 6.663397], [6.694638, -5.604458, 5.624763], [6.356352, -4.365328, 5.067456], [6.940110, -3.198582, 5.559455], [7.886394, -3.271306, 6.589973], [6.553993, -1.881661, 5.012916], [7.068936, -0.856553, 5.442114], [5.532673, -1.817448, 3.948556], [5.115059, -0.571898, 3.461680], [4.159305, -0.502640, 2.445781], [3.626179, -1.673755, 1.908061], [4.036243, -2.915745, 2.395043], [4.984369, -2.987018, 3.424271], [5.385083, -4.304155, 3.957126], [4.913588, -5.333754, 3.488283], [8.958339, -4.562832, 7.942055], [7.880464, -6.636026, 7.099831], [6.232454, -6.518343, 5.255173], [8.356429, -2.365908, 6.969919], [5.528668, 0.347148, 3.873856], [3.832614, 0.465686, 2.072834], [2.887008, -1.620300, 1.111704], [3.612012, -3.825641, 1.973735], [-4.692501, 3.877365, 0.134510], [-5.294671, 2.712741, -0.340936], [-6.224615, 2.781382, -1.379569], [-6.562902, 4.020512, -1.936876], [-5.979143, 5.187258, -1.444877], [-5.032859, 5.114534, -0.414360], [-6.365260, 6.504180, -1.991417], [-5.850317, 7.529288, -1.562219], [-7.386580, 6.568391, -3.055776], [-7.804194, 7.813941, -3.542652], [-8.759948, 7.883200, -4.558552], [-9.293075, 6.712085, -5.096272], [-8.883010, 5.470095, -4.609290], [-7.934884, 5.398822, -3.580061], [-7.534171, 4.081685, -3.047207], [-8.005664, 3.052086, -3.516050], [-3.960914, 3.823008, 0.937723], [-5.038788, 1.749814, 0.095499], [-6.686800, 1.867497, -1.749160], [-4.562823, 6.019932, -0.034413], [-7.390585, 8.732988, -3.130477], [-9.086640, 8.851527, -4.931499], [-10.032246, 6.765540, -5.892629], [-9.307242, 4.560200, -5.030598]], "forces_ev_per_a": [[0.79, 0.26, -6.09], [-2.46, 2.70, 0.21], [4.71, -1.61, 1.86], [-3.36, -3.88, 2.07], [-2.77, -0.69, 0.24], [3.43, 2.79, -2.28], [1.54, -0.33, 4.37], [2.51, -1.09, 2.08], [-3.49, -2.63, -2.44], [0.39, 3.63, -3.34], [1.92, -0.05, -0.46], [-4.13, 1.63, -1.33], [-0.92, -3.42, 2.24], [-0.05, -0.77, 0.19], [0.14, -1.18, 1.64], [0.82, 0.67, 1.11], [-1.92, -1.99, -1.21], [-0.98, 0.27, 0.18], [0.84, -0.73, -0.01], [0.69, -0.19, 1.14], [1.50, -0.14, -2.74], [1.18, 4.15, -1.41], [-0.05, 0.44, -2.98], [-1.19, -3.45, -2.63], [-1.27, -4.24, 2.52], [-0.16, -0.27, 2.96], [1.00, 2.64, 3.13], [0.12, 2.23, -1.50], [2.33, 0.10, 0.80], [0.41, 2.65, 0.07], [-2.38, -0.52, -0.24], [0.23, -1.28, -0.77], [-0.55, 2.45, 0.81], [1.84, 0.62, -1.42], [2.55, 0.75, -0.35], [-0.75, 0.86, 2.06], [1.33, -0.99, -1.73], [-2.11, -0.56, 0.52], [0.91, 1.82, 1.80], [-2.29, 1.42, -0.52], [0.10, 0.60, -2.35], [-0.59, -1.92, -2.14], [-0.82, -2.53, 0.36], [-0.21, -0.48, 2.67], [0.69, 2.24, 1.74], [-0.07, -0.15, 0.39], [0.14, 0.10, 0.67], [0.09, -0.09, -0.33], [0.09, 0.09, -0.67], [0.14, 0.22, -0.62], [0.04, 0.24, -0.28], [0.09, -1.46, -0.23], [-0.05, 0.71, 0.11], [-0.17, -0.17, 0.58], [-0.07, 0.07, 0.32], [0.11, 0.01, -0.39], [0.08, 0.17, -0.33], [-0.07, -0.21, 0.20], [-0.13, -0.13, 0.59], [-0.08, 1.50, 0.54], [0.03, -0.78, -0.27], [-0.06, 0.05, 0.47], [0.18, -0.18, 0.60], [0.02, -0.31, 0.12], [-0.06, 0.19, 0.25], [0.06, 0.32, -0.10], [0.05, 0.13, -0.16], [0.05, -0.04, -0.21], [0.04, -0.22, -0.25], [-0.16, 0.26, -0.20], [-0.22, 0.13, -0.28], [0.21, -0.05, 0.24], [0.29, -0.31, 0.40], [0.34, -0.32, 0.40], [0.06, -0.26, 0.12], [0.74, 1.19, 0.65], [-0.36, -0.62, -0.32], [-0.46, 0.35, -0.47], [-0.25, 0.05, -0.27], [0.26, -0.14, 0.27], [0.18, -0.30, 0.21], [-0.10, 0.33, -0.11], [-0.36, 0.38, -0.42], [-0.51, -1.35, -0.45], [0.25, 0.66, 0.22], [-0.14, 0.03, -0.16], [-0.06, 0.18, -0.10], [0.04, 0.33, -0.03], [-0.23, -0.13, -0.20], [0.01, -0.34, 0.01], [0.07, -0.15, 0.09], [0.24, -0.05, 0.26], [0.20, 0.11, 0.25], [-0.17, 0.28, -0.21], [-0.25, 0.14, -0.30], [0.25, -0.06, 0.26], [0.35, -0.29, 0.45], [0.35, -0.39, 0.41], [0.08, -0.30, 0.14], [0.58, 1.31, 0.49], [-0.29, -0.66, -0.26], [-0.39, 0.37, -0.39], [-0.22, 0.03, -0.24], [0.27, -0.14, 0.27], [0.18, -0.27, 0.20], [-0.09, 0.28, -0.10], [-0.35, 0.31, -0.41], [-0.64, -1.20, -0.61], [0.33, 0.59, 0.29], [-0.14, 0.03, -0.14], [-0.06, 0.16, -0.08], [0.01, 0.33, -0.03], [-0.23, -0.12, -0.20], [0.01, -0.34, 0.00], [0.08, -0.18, 0.09], [0.14, -0.03, 0.16], [0.20, 0.14, 0.23]], "mulliken_charge": [-0.147, 0.537, -0.204, -0.224, 0.917, -0.266, -0.299, 0.478, -0.281, -0.276, 0.683, -0.309, -0.293, -0.834, -0.913, 0.172, -0.873, -0.520, -0.858, 0.071, -0.404, 0.329, -0.129, -0.402, -0.383, -0.353, -0.464, 0.428, 0.290, 0.317, 0.557, 0.481, 0.377, 0.374, 0.392, 0.376, 0.383, 0.322, 0.413, 0.383, 0.138, 0.319, 0.322, 0.303, 0.276, 0.558, -0.379, -1.085, 0.295, -0.025, -0.730, 0.514, -0.683, 0.204, -0.536, -0.472, -0.473, -0.558, 0.164, 0.672, -0.674, -0.014, 0.460, 0.458, 0.526, 0.448, 0.398, 0.393, 0.457, -0.463, -0.475, -0.514, 0.233, 0.162, -0.581, 0.701, -0.670, 0.148, -1.089, -0.316, 0.199, -0.950, 0.145, 0.509, -0.683, 0.393, 0.398, 0.446, 0.457, 0.456, 0.462, 0.457, 0.472, -0.496, -0.514, -0.558, 0.242, 0.194, -0.575, 0.525, -0.668, 0.218, -0.557, -0.459, -0.458, -0.554, 0.215, 0.547, -0.682, 0.474, 0.458, 0.465, 0.476, 0.453, 0.395, 0.390, 0.450], "spin_multiplicity": 1, "total_charge": 1, "e_tot_ev": -107140.9996}